Entry 1:
104
Properties=species:S:1:pos:R:3:forces:R:3 method="wB97M-V/def2-TZVPD" gap_ev=9.5780 total_charge=0 lumo_energy_ha=0.0170 smiles="C#CC[C@@]1(C[C@H](C)Cl)C(=O)N[C@](OCC)([C@H](C)CC)[C@@]1(CCCO)CCCCCCCC.CCCC#N.CCCC#N" max_force_ev_per_a=3.6
C 2.35388 3.98912 -1.47908 -2.01 -1.95 2.10
C 1.65222 3.31741 -0.72969 1.78 2.19 -2.27
C 0.91082 2.35414 0.03872 0.46 -1.04 0.62
C 0.40783 1.14183 -0.83674 0.07 0.51 -0.81
C -0.88615 1.65742 -1.49787 0.22 -0.45 -0.85
C -0.72139 2.36492 -2.84515 -0.75 0.52 -0.28
C -1.72033 3.52455 -3.01448 0.50 0.12 -0.10
Cl -0.98482 1.23995 -4.24424 0.18 -0.05 0.07
C 1.64763 0.86383 -1.71193 -0.10 -0.67 0.16
O 1.87500 1.05949 -2.87344 -0.06 0.26 0.34
N 2.58987 0.22305 -0.83776 0.20 0.84 -0.23
C 1.87393 -0.69674 0.04439 -0.47 -1.07 -1.69
O 2.30576 -0.85084 1.37216 0.37 1.00 -0.37
C 3.60053 -0.36818 1.68721 0.25 0.52 0.70
C 3.59336 1.04729 2.28051 0.09 -0.44 -0.03
C 2.09864 -2.11611 -0.63152 0.96 0.12 1.16
C 1.82395 -3.23038 0.38959 -0.68 -0.15 -0.53
C 3.55662 -2.31581 -1.08162 -0.63 -1.31 -1.02
C 3.66196 -3.71551 -1.76017 0.24 0.49 0.70
C 0.35569 -0.18779 -0.04278 -0.23 0.29 2.20
C -0.58975 -1.26571 -0.56320 -0.21 0.45 -1.42
C -0.68623 -1.43630 -2.09203 0.04 -1.45 0.19
C -1.00158 -2.90350 -2.38826 0.07 0.36 0.68
O -2.29179 -3.19628 -1.85278 -0.29 0.05 -0.32
C -0.12269 0.11388 1.40984 -0.96 -0.06 -0.84
C -1.51637 0.77101 1.49706 -0.07 -0.29 0.64
C -2.37703 0.16393 2.63075 -0.22 -0.04 -0.86
C -3.49434 -0.71382 2.05858 -0.06 0.49 0.20
C -4.71834 0.08832 1.56717 0.39 -0.71 -0.28
C -4.73300 0.26420 0.04350 -0.79 -0.03 0.21
C -6.13733 0.40268 -0.58192 0.05 0.72 0.22
C -7.21171 0.96525 0.34898 -0.11 -0.23 -0.57
H 2.95318 4.47786 -2.18678 0.38 0.50 -0.24
H 0.11590 2.79069 0.62635 -0.31 0.14 -0.09
H 1.61639 1.95324 0.75821 0.10 0.04 0.28
H -1.36405 2.37241 -0.84590 0.05 0.18 0.38
H -1.63256 0.88728 -1.64031 -0.06 -0.29 0.07
H 0.26180 2.76943 -3.00340 0.37 -0.23 0.13
H -1.18880 4.39525 -3.38443 0.09 0.20 -0.08
H -2.17216 3.81573 -2.07385 -0.22 -0.05 0.14
H -2.46908 3.29780 -3.75538 -0.43 -0.14 0.01
H 3.17252 0.95663 -0.44767 0.34 -0.32 0.10
H 4.29936 -0.39417 0.85748 -0.09 -0.21 -0.33
H 4.00096 -1.03512 2.44236 -0.08 -0.32 0.11
H 3.81145 1.80473 1.53591 -0.10 0.28 -0.10
H 2.65172 1.25069 2.77698 -0.23 0.06 0.00
H 4.35757 1.10495 3.04624 0.27 0.14 0.09
H 1.51202 -2.24586 -1.53316 -0.24 0.16 0.04
H 2.68124 -3.39680 1.02357 0.20 0.10 0.32
H 1.61736 -4.17389 -0.10677 0.02 -0.19 -0.20
H 0.95455 -3.02670 1.00088 -0.01 0.08 0.37
H 3.84034 -1.60408 -1.84167 0.18 0.53 0.25
H 4.23049 -2.35225 -0.23594 0.26 0.55 0.16
H 4.41319 -3.72110 -2.53938 0.13 -0.03 -0.19
H 3.95193 -4.44517 -1.01108 -0.03 -0.34 -0.04
H 2.70603 -4.01294 -2.16924 -0.20 -0.14 -0.31
H -1.60290 -1.09639 -0.22920 -0.19 0.21 0.24
H -0.32481 -2.23026 -0.15762 0.18 -0.05 0.32
H -1.51267 -0.89330 -2.51956 0.01 0.47 -0.20
H 0.24044 -1.22270 -2.61573 0.00 0.49 -0.15
H -0.95853 -3.11296 -3.45149 -0.22 -0.08 -0.24
H -0.26928 -3.52872 -1.88018 0.27 -0.19 -0.11
H -2.21909 -3.88587 -1.19592 0.03 -0.18 0.07
H -0.18770 -0.84327 1.91257 0.29 -0.14 0.34
H 0.55621 0.77003 1.92466 0.41 -0.23 0.37
H -2.09726 0.65927 0.59121 0.08 0.12 -0.32
H -1.40508 1.83588 1.68416 0.02 0.19 -0.09
H -2.84450 0.97273 3.18026 0.05 -0.01 0.51
H -1.76460 -0.44304 3.28233 0.24 0.16 0.39
H -3.81845 -1.43617 2.80409 -0.03 -0.09 0.19
H -3.10055 -1.28255 1.21931 0.05 -0.30 -0.03
H -5.59584 -0.45481 1.89672 -0.33 -0.08 -0.10
H -4.76204 1.05558 2.05380 0.00 0.22 0.19
H -4.26338 -0.59765 -0.41665 0.33 -0.09 -0.15
H -4.16399 1.15312 -0.20829 0.28 0.10 -0.14
H -6.49542 -0.53276 -0.99667 0.06 -0.30 -0.01
H -6.05307 1.09681 -1.41472 0.02 -0.05 -0.30
H -6.89125 1.86758 0.85522 0.10 0.11 0.25
H -7.53868 0.21385 1.05487 0.00 0.00 0.42
H -8.08703 1.22053 -0.24192 -0.17 0.10 -0.07
C 6.06592 4.31360 -5.59152 0.02 -0.04 -0.03
C 5.31110 2.98951 -5.54245 0.14 0.20 -0.11
C 4.44177 2.84145 -4.28918 0.27 -0.11 -0.12
C 5.26427 2.89400 -3.07571 0.19 -0.07 0.55
N 5.92623 2.92309 -2.13134 -0.38 0.01 -0.52
H 6.76314 4.40656 -4.75773 -0.04 0.00 0.04
H 6.64582 4.38893 -6.51140 -0.02 0.02 -0.01
H 5.37664 5.15981 -5.55726 0.01 0.01 0.00
H 6.02602 2.16613 -5.58853 -0.06 -0.06 0.03
H 4.67100 2.90723 -6.42238 -0.07 -0.07 0.06
H 3.90830 1.89140 -4.29949 -0.10 0.02 0.11
H 3.69919 3.63909 -4.24533 -0.04 0.00 0.01
C -1.29517 -3.71903 6.73244 -0.01 0.00 0.04
C -2.69232 -3.29717 7.17345 0.20 -0.16 0.02
C -3.34777 -2.30574 6.20584 0.12 -0.03 0.22
C -2.55546 -1.07773 6.10158 0.23 0.59 -0.18
N -1.92459 -0.11621 6.01599 -0.33 -0.57 0.13
H -0.61321 -2.86842 6.70012 -0.03 0.02 -0.04
H -0.87836 -4.44510 7.43018 0.00 -0.02 -0.02
H -1.31773 -4.17729 5.74175 0.02 0.00 0.00
H -2.63703 -2.85288 8.16878 -0.08 0.04 -0.01
H -3.32752 -4.18112 7.25247 -0.08 0.06 -0.02
H -4.34801 -2.04293 6.54999 -0.03 0.04 -0.05
H -3.43889 -2.74605 5.21166 0.00 0.03 -0.04

---

Entry 2:
19
Properties=species:S:1:pos:R:3:forces:R:3 method="wB97M-V/def2-TZVPD" de_lowest_kcal_mol=50.03 gap_ev=7.4051 total_charge=0 lumo_energy_ha=-0.0118 smiles=CCCSSC.O max_force_ev_per_a=3.2
C 1.74618 0.37841 1.44874 -0.21 -0.87 0.06
C 2.45438 1.21599 0.39600 -1.37 -0.20 -0.72
C 1.35030 -1.01213 0.95095 -1.75 -1.09 0.10
S -0.23765 -1.06756 -0.16560 0.74 2.21 -2.24
S -2.02160 -2.16629 -0.21462 -0.91 -1.31 1.00
C -3.17508 -1.43589 -1.53136 2.63 1.06 0.96
H 0.82413 0.83304 1.81625 0.35 0.25 0.29
H 2.43094 0.09582 2.24706 -0.04 0.48 0.52
H 1.66360 1.32075 -0.37828 0.97 -0.25 -0.32
H 3.36881 0.69011 0.07604 -0.44 0.45 -0.25
H 2.63878 2.26114 0.63634 0.34 -0.19 0.60
H 1.12322 -1.74085 1.73119 0.45 0.25 0.15
H 2.00183 -1.45144 0.21001 0.43 -0.02 0.09
H -2.56349 -0.69197 -2.06530 -0.13 -0.49 -0.33
H -3.91743 -0.82237 -1.02869 -0.57 -0.75 -0.14
H -3.37641 -2.31669 -2.14260 -0.57 0.50 0.15
H -2.03258 2.37005 -0.37898 -0.02 0.30 0.05
H -1.10998 1.28819 -0.82342 0.40 -0.14 0.03
O -1.16795 2.25167 -0.78374 -0.29 -0.17 0.01

---

Entry 3:
16
Properties=species:S:1:pos:R:3:forces:R:3 method="wB97M-V/def2-TZVPD" de_lowest_kcal_mol=191.40 gap_ev=10.0500 total_charge=0 lumo_energy_ha=0.0350 smiles=C#CC1[C@@H]2COC[C@@H]12 max_force_ev_per_a=4.8
C 3.15236 -0.32065 -1.25892 1.83 -1.10 0.07
C 2.13398 0.04394 -0.67607 0.11 0.18 0.35
C 1.06418 0.58947 0.33008 2.16 0.95 -2.06
C -0.46245 0.84451 -0.28800 1.15 1.44 1.45
C -1.84515 1.00667 0.38584 -0.78 -0.71 -4.36
C -0.85064 -1.34787 0.28460 -3.37 -1.25 -0.01
C -0.11084 -0.21851 0.73067 3.45 0.28 1.52
H 4.26283 -0.79996 -1.64850 -4.24 1.84 1.23
H 1.70969 1.32888 0.97573 -2.03 -1.58 -0.68
H -0.57619 0.70302 -1.39883 0.46 -0.56 1.53
H -2.60565 1.62556 -0.28280 1.34 -1.64 1.29
H -1.95846 1.28471 1.38929 0.29 0.65 1.31
H -1.19620 -2.35622 0.76971 0.96 2.28 0.04
H -0.51139 -1.61865 -0.68324 -0.11 -0.25 -1.26
H -0.41093 0.07093 1.73963 0.09 0.10 -0.26
O -2.15029 -0.47796 0.26122 -1.30 -0.62 -0.16

---

Entry 4:
74
Properties=species:S:1:pos:R:3:forces:R:3 method="wB97M-V/def2-TZVPD" gap_ev="6.5490 / 6.3951" total_charge=+1 lumo_energy_ha="-0.1608 / -0.1668" max_force_ev_per_a=0.3 spin_multiplicity=6
Mn -0.29848 -1.56186 0.93270 -0.14 0.04 0.21
C 4.03066 -2.07183 -2.52168 -0.04 0.01 -0.02
C 4.65770 -2.40677 -1.32471 0.00 0.00 0.07
C 3.92432 -2.52892 -0.16046 -0.01 -0.01 -0.13
C 2.54655 -2.31945 -0.21530 0.04 0.05 -0.05
C 1.91287 -1.98963 -1.40825 0.09 0.01 -0.05
C 2.65985 -1.86329 -2.56699 0.00 0.00 0.01
N 1.72316 -2.34895 0.93327 0.19 -0.08 0.18
N 2.28589 -2.53942 2.02585 -0.12 0.02 -0.06
C 1.43243 -2.46381 3.16200 0.02 -0.03 0.01
C 2.01814 -2.72472 4.39005 -0.20 0.04 -0.11
C 1.22293 -2.62818 5.52157 -0.05 0.01 -0.01
C -0.11009 -2.27532 5.37878 0.04 -0.03 0.04
C -0.60639 -2.02950 4.10965 -0.03 -0.01 -0.07
N 0.14518 -2.12000 3.01254 0.25 -0.07 0.08
H 4.61966 -1.96879 -3.42283 0.00 0.01 -0.01
H 5.72761 -2.56226 -1.30251 0.00 -0.01 0.00
H 4.39934 -2.77671 0.77675 0.00 0.00 0.02
H 0.84483 -1.79287 -1.43529 0.06 -0.02 0.02
H 2.17638 -1.58901 -3.49405 -0.01 0.01 -0.01
H 3.06386 -2.98801 4.43623 0.02 0.00 -0.03
H 1.64100 -2.82141 6.49976 -0.01 0.00 0.01
H -0.76387 -2.18566 6.23382 0.01 0.00 0.01
H -1.64204 -1.74965 3.96343 0.00 0.02 0.00
C -2.29917 2.53130 1.17456 0.06 -0.04 0.00
C -0.90592 2.98834 0.71912 0.02 -0.11 0.04
C -1.02627 4.32435 -0.01494 -0.01 0.01 -0.03
C -0.01722 3.18702 1.95660 -0.01 -0.04 -0.02
Si -0.11366 1.60536 -0.30491 0.10 0.07 -0.01
O -0.11045 0.25664 0.59247 -0.08 0.03 0.05
C -1.05266 1.23127 -1.90359 0.00 0.09 0.06
C -1.39045 -0.08390 -2.22578 0.00 -0.05 0.03
C -2.04185 -0.41319 -3.40598 -0.02 -0.03 -0.02
C -2.37969 0.58580 -4.30647 -0.01 0.01 0.00
C -2.05322 1.90250 -4.01522 -0.04 -0.01 -0.04
C -1.39908 2.21569 -2.83289 0.01 0.04 -0.03
C 1.66982 2.00978 -0.74012 -0.10 0.02 -0.01
C 2.01886 2.95918 -1.70233 -0.05 0.01 -0.06
C 3.34502 3.21666 -2.01356 0.06 0.01 -0.02
C 4.35834 2.52247 -1.36643 0.00 0.01 -0.01
C 4.03598 1.57841 -0.40274 0.03 0.00 0.00
C 2.70550 1.33163 -0.09619 0.00 -0.02 0.06
H -2.76289 3.30291 1.79617 -0.02 0.02 0.02
H -2.24067 1.61348 1.77068 0.02 0.10 -0.06
H -2.96397 2.35006 0.32482 -0.01 0.00 -0.01
H -1.43285 5.07738 0.66722 0.01 0.04 -0.01
H -1.70363 4.26566 -0.86912 0.00 0.02 0.04
H -0.05633 4.69011 -0.36228 -0.02 -0.03 -0.01
H -0.47455 3.91643 2.63188 -0.01 0.02 0.01
H 0.97232 3.55891 1.68337 0.01 0.00 -0.01
H 0.11590 2.25382 2.50966 0.00 0.00 0.00
H -1.13477 -0.88237 -1.53332 -0.04 0.04 -0.02
H -2.28033 -1.44697 -3.62913 -0.01 0.00 -0.01
H -2.89071 0.34137 -5.22830 0.01 0.00 -0.01
H -2.30892 2.68948 -4.71277 0.00 0.00 -0.01
H -1.15488 3.25361 -2.64293 0.01 -0.02 0.00
H 1.24715 3.50879 -2.23146 0.00 -0.02 0.00
H 3.58940 3.95754 -2.76389 0.01 0.00 0.00
H 5.39387 2.72256 -1.60955 0.00 0.00 0.00
H 4.82116 1.04012 0.11442 0.00 0.00 0.00
H 2.46334 0.60366 0.66947 -0.01 -0.04 0.02
C -4.59640 -1.66362 0.55541 0.00 -0.01 -0.03
C -4.29382 -2.50397 -0.68758 0.01 0.01 0.01
C -2.87024 -2.99012 -0.44532 0.06 -0.03 -0.01
O -2.28762 -2.04901 0.50594 -0.11 -0.05 0.02
C -3.26240 -1.00376 0.81291 0.06 0.10 -0.05
H -4.88461 -2.29378 1.39768 0.01 -0.02 0.00
H -5.38412 -0.93328 0.38425 0.00 0.01 0.00
H -4.33356 -1.88143 -1.58185 0.01 0.01 0.01
H -4.98523 -3.33342 -0.81649 0.00 -0.01 -0.01
H -2.26044 -2.98035 -1.34972 -0.01 -0.04 0.01
H -2.82713 -3.97732 0.01480 -0.02 0.02 -0.01
H -3.07959 -0.15684 0.14536 -0.01 -0.07 0.05
H -3.08886 -0.69295 1.84370 -0.03 -0.02 -0.05

---

Entry 5:
31
Properties=species:S:1:pos:R:3:forces:R:3 method="wB97M-V/def2-TZVPD" gap_ev=6.6132 total_charge=-1 lumo_energy_ha=0.1016 max_force_ev_per_a=8.6
C 2.49587 1.53074 1.85263 0.88 -0.48 -1.55
C 1.96430 0.86566 0.41289 -3.06 1.69 -1.28
C 3.11998 -0.03243 -0.39126 -0.24 -0.52 0.98
N 0.69500 1.09723 -0.05462 7.34 0.42 2.60
As -0.43474 -0.40830 0.12128 -1.11 -2.10 -0.11
C -1.62869 -2.07844 0.27682 0.05 -1.86 -1.24
O -1.52912 -2.55898 1.69347 -0.85 0.29 -1.95
N -2.71382 -2.22217 2.24656 1.79 2.41 4.02
O -2.45740 -1.61748 3.30093 -1.81 -2.05 -2.46
C -2.13893 0.66830 -0.02778 -3.40 2.75 -0.34
C -1.97432 2.27399 0.25767 -3.17 -0.15 7.40
O -2.36006 2.71937 1.48432 2.77 -2.29 -7.84
Br -1.31359 3.65980 -1.02353 -0.40 -1.10 0.65
B -0.35621 -0.59315 -1.92060 0.39 -0.33 -2.11
N -0.82882 0.50842 -2.89260 1.56 -1.71 0.51
O 0.21938 -1.84033 -2.48937 1.02 2.10 0.71
H 3.55435 2.01294 1.58402 -2.25 -0.77 0.82
H 1.74258 2.31651 2.29402 1.50 -1.81 -0.99
H 2.73071 0.63036 2.56630 -0.64 1.72 -1.14
H 2.95503 -0.01827 -1.56108 0.36 0.13 2.51
H 2.99101 -1.14896 0.00312 0.16 2.27 -0.92
H 4.22392 0.27683 -0.07636 -2.36 -0.43 -0.88
H -0.45590 -0.19118 1.66900 -0.21 0.21 -0.21
H 0.77784 -1.36822 0.32781 0.42 -0.61 -0.07
H -2.73928 -1.84196 -0.02152 1.99 -0.83 0.72
H -1.13546 -2.93615 -0.37107 -1.25 1.70 1.15
H -2.88937 0.25943 0.80503 1.70 1.34 -1.49
H -2.72446 0.51290 -1.05489 1.59 0.48 1.98
H -0.93175 0.05495 -3.82760 0.53 0.80 0.79
H -0.06219 1.23495 -2.89777 -1.40 -0.83 -0.09
H 1.20414 -1.76638 -2.28581 -1.91 -0.43 -0.18

---

Entry 6:
20
Properties=species:S:1:pos:R:3:forces:R:3 method="wB97M-V/def2-TZVPD" de_lowest_kcal_mol=110.40 gap_ev=7.9552 total_charge=+1 lumo_energy_ha=-0.2425 smiles="C=CC(C)(C)[N+](C)=O" max_force_ev_per_a=5.4
C -2.45799 0.02365 0.58532 -2.96 2.30 -0.09
C -1.27473 -0.46930 0.58448 4.36 -3.14 0.82
C -0.03037 0.25742 0.06280 -0.84 2.19 -1.46
C 0.05260 1.75177 0.45098 0.40 -0.59 4.31
C -0.06092 0.12912 -1.52612 1.86 -2.96 -0.86
C 1.72361 -1.58590 0.07469 -2.77 -1.75 2.54
N 1.35441 -0.24342 0.33703 0.65 0.59 1.17
O 2.19788 0.52120 0.68350 -0.30 -0.75 -0.28
H -2.74139 1.08892 0.41930 0.86 -0.78 -0.29
H -3.37854 -0.50923 0.74441 0.18 -0.74 0.47
H -0.97247 -1.53673 0.90975 -1.24 1.51 -0.72
H 0.85043 2.28419 -0.04925 -0.57 0.45 -0.59
H 0.50124 1.70420 1.54345 -0.67 0.10 -1.80
H -0.87803 2.28437 0.78830 0.64 -0.59 -1.60
H 0.97184 0.15928 -2.02661 -1.22 0.15 0.92
H -0.53666 1.00155 -1.80576 -1.33 1.53 -0.95
H -0.55261 -0.82850 -1.97966 0.60 1.79 1.27
H 2.70449 -1.82526 0.06368 3.37 0.22 -0.26
H 1.20814 -1.93438 -0.74000 -1.09 -0.64 -2.30
H 1.31906 -2.27296 0.87972 0.07 1.08 -0.30